1.
Computed, not measured: C4H12N5S as an isolated structure at a distorted geometry, with ωB97M-V/def2-TZVPD.

Each line ends with the Mulliken charge.
Cartesian coordinates (Å):
C 1.734 -0.002 -1.474  0.529
C 0.352 -1.495 1.297  0.382
C -2.081 0.785 1.433  -1.213
C -0.713 0.979 0.632  -0.460
N 3.052 -0.010 -1.727  -0.404
N 0.908 -0.311 -2.404  -0.312
N -0.620 -2.321 1.179  -0.271
N 0.044 -0.108 0.021  -0.104
N 1.299 0.346 -0.230  -0.162
S 1.608 -1.147 2.209  -0.347
H -1.860 0.199 2.264  0.362
H -2.275 1.839 1.716  0.353
H -2.847 0.261 0.909  0.356
H -0.783 1.741 -0.241  0.360
H -0.138 1.485 1.392  0.382
H 3.485 -0.481 -2.464  0.168
H 3.786 0.308 -1.139  0.213
H 1.290 -0.408 -3.369  0.262
H -0.120 -0.124 -2.231  0.282
H -1.201 -2.045 0.432  0.249
H -0.656 -3.282 1.404  0.270
H 2.008 0.213 0.500  0.104

Output
DFT total energy (eV): -22620.3043
LUMO level (eV): -2.812
Highest occupied orbital energy (eV): -12.497
F_max (eV Å⁻¹): 4.02
Orbital gap (eV): 9.69
Net charge: +1

=====

2.
Computed, not measured: a single C2H2FO molecule at a distorted geometry, with ωB97M-V/def2-TZVPD.

Each line ends with the Löwdin spin population.
Cartesian coordinates (Å):
H -1.126 1.616 0.095  0.038
O 1.128 0.065 0.757  0.024
C -1.180 0.546 0.303  0.689
C 0.036 -0.234 0.377  0.063
H -2.082 0.043 0.652  0.040
F -0.152 -0.407 -1.102  0.146

Output
DFT total energy (eV): -6867.6211
LUMO level (alpha / beta) (eV): -0.843 / -0.787
Highest occupied orbital energy (alpha / beta) (eV): -9.034 / -11.974
Spin multiplicity: 2
F_max (eV Å⁻¹): 6.61
Orbital gap (alpha / beta) (eV): 8.19 / 11.19

=====

3.
Computed, not measured: an isolated ion of composition C9H10ClO3S and charge -1 at a distorted geometry, with ωB97M-V/def2-TZVPD.

Each line ends with the Mulliken charge.
Cartesian coordinates (Å):
C 0.209 2.805 -0.575  -1.536
C -0.954 1.848 -0.457  -1.043
C -0.761 0.729 0.560  0.709
Cl -1.324 1.269 2.118  -0.265
C 0.218 -0.302 0.473  0.358
C 0.903 -0.459 -0.748  -0.303
C 1.801 -1.498 -0.895  -1.007
C 2.016 -2.441 0.199  -0.385
C 1.412 -2.230 1.392  -0.563
C 0.567 -1.141 1.518  -0.375
S -2.310 -0.525 -0.321  1.169
O -2.463 -1.767 0.443  -0.630
O -1.831 -0.704 -1.629  -0.577
O -3.360 0.447 -0.194  -0.662
H 0.280 3.193 -1.519  0.458
H 0.012 3.646 0.153  0.311
H 1.145 2.359 -0.389  0.407
H -1.139 1.323 -1.430  0.390
H -1.923 2.181 -0.170  0.783
H 0.773 0.286 -1.501  0.349
H 2.381 -1.615 -1.714  0.506
H 2.546 -3.422 0.003  0.244
H 1.567 -2.978 2.155  0.360
H 0.238 -1.001 2.529  0.301

Output
DFT total energy (eV): -38996.0189
LUMO level (eV): 3.395
Highest occupied orbital energy (eV): -4.226
F_max (eV Å⁻¹): 4.37
SMILES string: CC[C@](Cl)(c1ccccc1)S(=O)(=O)[O-]
Orbital gap (eV): 7.62
Net charge: -1

=====

4.
Computed, not measured: C3H6CuO3 as an isolated structure at a distorted geometry, with ωB97M-V/def2-TZVPD.

Each line ends with the Löwdin spin population.
Cartesian coordinates (Å):
C 0.579 0.869 1.179  0.127
C -0.834 1.059 0.981  0.793
O -1.009 1.086 -0.437  0.257
C -1.230 2.310 -0.899  0.104
O -1.497 1.877 -2.115  0.099
Cu -1.748 -0.284 -1.991  0.007
H 0.803 0.057 1.877  0.017
H 1.041 1.806 1.516  0.023
H -1.124 1.996 1.471  0.080
H -2.434 1.348 0.636  0.525
H 0.783 1.499 -1.783  -0.060
O 1.671 0.703 -0.361  0.030
H 1.454 0.066 -1.045  -0.002

Output
DFT total energy (eV): -53967.2293
LUMO level (alpha / beta) (eV): -7.038 / -7.345
Highest occupied orbital energy (alpha / beta) (eV): -12.757 / -13.857
Spin multiplicity: 3
F_max (eV Å⁻¹): 6.75
Orbital gap (alpha / beta) (eV): 5.72 / 6.51
Net charge: +1

=====

Relative energy (zero: lowest compared OMol25 entry of this formula, charge and spin) / kJ/mol: 39.7; 75.6; 0.0; 1129.1